{
  "formula": "C24H19CoGeNO4S3",
  "method": "wB97M-V/def2-TZVPD",
  "symbols": ["Co", "S", "C", "N", "C", "C", "C", "C", "C", "C", "S", "H", "H", "H", "H", "C", "Ge", "C", "C", "C", "C", "C", "C", "C", "C", "C", "C", "C", "C", "C", "C", "C", "C", "H", "H", "H", "H", "H", "H", "H", "H", "H", "H", "H", "H", "H", "H", "H", "O", "S", "O", "O", "O"],
  "positions_angstrom": [[-0.00642, 0.67130, 0.57945], [1.21538, -1.27531, 0.42971], [1.00130, -0.99737, 2.09269], [0.13262, -0.04497, 2.37463], [-0.07939, 0.12656, 3.72376], [-0.94265, 1.03804, 4.32189], [-1.04632, 1.04746, 5.70057], [-0.29828, 0.16745, 6.48658], [0.57112, -0.73946, 5.90166], [0.67329, -0.75306, 4.51840], [1.66340, -1.77838, 3.49680], [-1.50359, 1.71858, 3.69688], [-1.71688, 1.74891, 6.18108], [-0.39614, 0.19366, 7.56468], [1.15278, -1.42010, 6.51098], [-2.14674, -0.67965, -1.77635], [-2.19575, 0.16352, -0.01152], [-3.24766, 1.81346, -0.14988], [-3.34642, 2.71008, 0.91291], [-4.14038, 3.84265, 0.81819], [-4.84169, 4.10644, -0.35318], [-4.73259, 3.23707, -1.42861], [-3.93860, 2.10020, -1.32388], [-3.02575, -1.14612, 1.24480], [-2.18832, -2.15755, 1.64866], [-2.60198, -3.16473, 2.54806], [-3.87028, -3.16115, 3.04571], [-4.79248, -2.16717, 2.63995], [-6.12554, -2.17160, 3.12322], [-7.02753, -1.23437, 2.71340], [-6.63546, -0.24403, 1.78821], [-5.35569, -0.20828, 1.31012], [-4.37931, -1.15774, 1.72244], [-3.15256, -0.92936, -2.12283], [-1.56493, -1.59939, -1.70593], [-1.66323, -0.00228, -2.47951], [-2.77571, 2.53315, 1.81497], [-4.20081, 4.52991, 1.65404], [-5.45582, 4.99523, -0.43116], [-5.25966, 3.44540, -2.35250], [-3.85992, 1.42931, -2.17331], [-1.17498, -2.19567, 1.26582], [-1.89573, -3.93248, 2.84358], [-4.19867, -3.92205, 3.74668], [-6.41543, -2.94569, 3.82688], [-8.04344, -1.25131, 3.09002], [-7.35178, 0.49697, 1.45447], [-5.07608, 0.55888, 0.60574], [0.47057, 4.00642, -0.89092], [0.61572, 2.70811, -0.30560], [0.06346, 1.55484, -1.16400], [-0.31928, 2.49521, 0.91349], [1.95331, 2.31194, 0.13195]],
  "forces_ev_per_angstrom": [[-0.1, -0.2, -0.1], [0.1, -0.4, -0.2], [-0.5, 0.2, 0.2], [0.2, -0.2, -0.1], [0.1, -0.1, 0.1], [0.0, 0.0, 0.0], [0.0, 0.0, 0.0], [0.0, 0.0, 0.0], [0.0, 0.0, 0.0], [0.0, 0.0, -0.1], [-0.1, 0.0, 0.1], [0.0, 0.0, 0.0], [0.0, 0.0, 0.0], [0.0, 0.0, 0.0], [0.0, 0.0, 0.0], [0.0, -0.1, 0.0], [0.3, 0.0, 0.1], [0.1, 0.0, 0.0], [0.0, 0.0, -0.1], [0.0, 0.0, 0.0], [0.0, 0.0, 0.0], [0.0, 0.0, 0.0], [0.0, 0.0, 0.0], [-0.1, 0.0, -0.1], [-0.1, 0.0, 0.0], [0.0, 0.0, 0.0], [0.0, 0.0, 0.0], [0.0, 0.1, -0.1], [0.0, 0.0, 0.0], [0.0, 0.0, 0.0], [0.0, 0.0, 0.0], [0.0, -0.1, 0.1], [0.0, 0.0, 0.1], [0.0, 0.0, 0.0], [0.0, 0.0, 0.0], [0.0, 0.0, 0.0], [0.0, 0.0, 0.0], [0.0, 0.0, 0.0], [0.0, 0.0, 0.0], [0.0, 0.0, 0.0], [0.0, 0.0, 0.0], [0.0, 0.0, 0.0], [0.0, 0.0, 0.0], [0.0, 0.0, 0.0], [0.0, 0.0, 0.0], [0.0, 0.0, 0.0], [0.0, 0.0, 0.0], [0.0, 0.0, 0.0], [0.0, 0.0, -0.1], [-0.1, 0.2, 0.1], [0.2, 0.0, 0.3], [-0.1, 0.3, 0.0], [-0.1, 0.2, -0.1]],
  "e_homo_ev": [-5.50, -5.50],
  "energy_ha": -5936.08108,
  "orbital_gap_ev": [7.90, 7.90],
  "charge": -1,
  "de_lowest_kj_mol": 39.8
}

{
  "formula": "C22H16Br2ClF3N2O2S",
  "method": "wB97M-V/def2-TZVPD",
  "symbols": ["C", "C", "Br", "C", "Br", "C", "C", "Cl", "C", "C", "C", "C", "N", "C", "C", "C", "C", "N", "C", "C", "C", "C", "C", "O", "C", "S", "C", "C", "F", "F", "F", "C", "O", "H", "H", "H", "H", "H", "H", "H", "H", "H", "H", "H", "H", "H", "H", "H", "H"],
  "positions_angstrom": [[1.20041, -3.63365, 1.66133], [1.34076, -3.04354, 3.03791], [1.78205, -4.33939, 4.38587], [1.16619, -1.75301, 3.31765], [1.38577, -1.16049, 5.12916], [0.80637, -0.78442, 2.23987], [1.73270, -0.38001, 1.28110], [3.34874, -1.04576, 1.45312], [1.43391, 0.47960, 0.25459], [2.48676, 0.84693, -0.78789], [1.99760, 0.32539, -2.19254], [3.01951, -0.58134, -2.87505], [2.45065, -1.17777, -4.10188], [0.14550, 1.02334, 0.17467], [-0.25558, 1.98834, -0.88867], [-0.07061, 3.35135, -0.76697], [-0.39779, 4.26449, -1.74573], [-0.96398, 3.88145, -2.88756], [-1.17635, 2.58231, -2.99097], [-0.85271, 1.59016, -2.09003], [-0.78692, 0.63056, 1.11652], [-0.47246, -0.27418, 2.12731], [-1.61496, -0.65311, 3.06397], [-1.47494, -0.88183, 4.23955], [-2.98605, -0.68638, 2.38762], [-4.11666, -1.94229, 3.00424], [-3.28138, 0.16627, 1.41751], [-4.60916, 0.17084, 0.66235], [-4.67686, 1.15987, -0.22619], [-5.67882, 0.17426, 1.44270], [-4.64724, -0.97304, -0.07981], [-2.20267, 1.18711, 1.06010], [-2.46524, 2.33588, 0.79633], [2.12602, -4.14290, 1.36430], [0.39424, -4.37542, 1.61125], [0.99727, -2.88246, 0.89319], [2.61626, 1.93127, -0.83558], [3.41347, 0.31069, -0.58175], [1.06489, -0.23226, -2.04588], [1.71568, 1.18313, -2.81552], [3.25859, -1.39838, -2.18468], [3.89495, 0.02706, -3.15131], [2.27598, -0.44676, -4.78663], [3.18546, -1.74174, -4.52053], [0.39471, 3.72448, 0.14676], [-0.20250, 5.32501, -1.60444], [-1.67079, 2.25196, -3.90900], [-1.05831, 0.54151, -2.28170], [-3.97247, -2.92317, 2.08132]],
  "forces_ev_per_angstrom": [[0.1, -0.2, -0.2], [-0.2, -0.3, -0.1], [-0.1, 0.4, -0.6], [0.0, -0.5, 0.6], [0.2, 0.3, -0.8], [0.0, -0.1, 0.8], [0.7, -0.7, 0.8], [-0.2, 0.2, -0.2], [0.9, 0.9, -0.9], [-0.9, -0.8, -0.8], [-0.1, 0.2, 0.3], [-0.6, 0.5, -0.5], [0.3, 0.0, 0.2], [-0.1, 0.1, 0.2], [-0.2, 0.0, -1.1], [1.1, 0.5, 1.5], [-0.1, -0.2, -0.3], [0.1, 0.3, 0.3], [-0.8, -0.9, -1.5], [0.3, 0.0, 1.2], [-0.9, 0.3, -0.1], [-1.0, 0.0, 0.4], [0.3, 0.3, -0.1], [-0.4, -0.1, -0.8], [0.0, -1.2, 0.2], [0.0, 0.0, 0.4], [0.3, 0.9, -0.2], [0.8, -0.8, -0.6], [-0.2, 0.2, 0.3], [-0.1, 0.4, 0.0], [-0.1, 0.0, 0.2], [-0.2, 0.0, 0.1], [0.2, -0.7, 0.2], [-0.2, 0.1, 0.2], [0.1, 0.1, 0.2], [0.0, 0.0, 0.3], [0.2, -0.2, 0.2], [0.0, 0.6, 0.2], [0.3, -0.1, -0.2], [0.2, -0.2, -0.1], [0.3, 0.2, -0.2], [0.2, -0.3, 0.6], [-0.1, 0.0, 0.1], [-0.2, -0.1, 0.0], [-0.2, 0.0, -0.1], [-0.1, -0.2, 0.0], [0.1, 0.2, 0.1], [-0.1, 0.2, -0.2], [0.3, 0.6, -0.1]],
  "e_homo_ev": -9.28,
  "smiles": "C/C(Br)=C(/Br)c1c(Cl)c(CCCN)c(-c2ccncc2)c2c1C(=O)C(S)=C(C(F)(F)F)C2=O",
  "energy_ha": -7413.91031,
  "orbital_gap_ev": 7.77
}

{
  "formula": "C3H19N2O5S",
  "method": "wB97M-V/def2-TZVPD",
  "symbols": ["N", "C", "C", "S", "C", "N", "H", "H", "H", "H", "H", "H", "H", "H", "H", "H", "H", "O", "H", "H", "O", "H", "H", "O", "H", "H", "O", "H", "H", "O"],
  "positions_angstrom": [[-1.20572, 0.91671, -0.69371], [-1.34235, 0.17152, 0.53938], [-2.26577, -1.11001, 0.45616], [-2.15767, -2.03934, -1.05594], [-1.91038, 1.14517, 1.56844], [-1.08195, 2.27202, 1.97919], [-1.02764, 0.34664, -1.50572], [-1.96098, 1.53652, -0.92629], [-0.40843, -0.23544, 0.92318], [-1.95727, -1.75807, 1.29344], [-3.29368, -0.79945, 0.62995], [-2.89275, 1.51346, 1.23502], [-2.23340, 0.56902, 2.44741], [-0.32784, 2.47005, 1.32914], [-0.59562, 2.05197, 2.84002], [1.51390, -0.21401, -0.10329], [2.33782, -1.50256, -0.21079], [2.01948, -0.86725, 0.40718], [0.22606, -2.72945, -1.11798], [0.64934, -4.03365, -1.73289], [1.03394, -3.19109, -1.45497], [3.43490, -0.34229, 2.14365], [3.49420, 0.92869, 1.47247], [3.78676, 0.55958, 2.30281], [1.35246, 1.68987, -1.78811], [0.61181, 1.91025, -0.60527], [1.51582, 1.60293, -0.84838], [0.44635, -0.40377, -3.74432], [1.41530, -0.57780, -2.74495], [0.82332, 0.11976, -3.03484]],
  "forces_ev_per_angstrom": [[1.1, 0.7, -0.1], [-1.6, -0.4, 0.2], [0.6, 0.7, 0.7], [0.4, -0.4, -0.8], [-0.8, -0.6, 0.5], [0.5, 0.2, 0.4], [0.0, -0.6, 0.0], [-0.6, -0.1, 0.4], [0.5, 0.4, -0.4], [-0.2, 0.3, 0.0], [-0.3, 0.1, 0.1], [0.2, 0.1, -0.5], [0.5, 0.1, 0.1], [-0.3, -0.1, -0.3], [-0.1, -0.1, 0.0], [0.3, 0.1, -0.1], [0.1, -0.9, -0.8], [-0.2, 0.6, 0.9], [0.0, 0.0, -0.2], [0.2, 0.2, 0.0], [-0.3, 0.0, 0.1], [0.2, 0.5, 0.4], [-0.1, 0.6, -0.5], [-0.2, -1.1, 0.0], [0.5, -0.5, -0.7], [0.1, -0.7, 0.5], [-0.5, 1.1, 0.3], [-0.8, 0.3, -0.5], [0.5, 0.0, 1.0], [0.3, -0.6, -0.7]],
  "e_homo_ev": -3.25,
  "energy_ha": -1009.65194,
  "orbital_gap_ev": 6.32,
  "charge": -1,
  "de_lowest_kj_mol": 55.9
}

{
  "formula": "CClFOS",
  "method": "wB97M-V/def2-TZVPD",
  "symbols": ["C", "O", "F", "S", "Cl"],
  "positions_angstrom": [[0.20000, -0.92685, -0.05329], [0.12345, -2.03070, -0.50746], [0.33897, -0.53944, 1.12500], [-0.12752, 1.12508, -1.08580], [-0.53491, 2.37191, 0.52155]],
  "forces_ev_per_angstrom": [[-1.4, -0.2, -4.2], [0.4, 3.0, 0.9], [0.5, 0.2, 2.6], [0.2, -2.1, 1.5], [0.3, -0.9, -0.8]],
  "e_homo_ev": -9.76,
  "energy_ha": -1071.53209,
  "orbital_gap_ev": 8.69,
  "de_lowest_kj_mol": 113.7
}

- Which formula does entry 4 have?
  CClFOS

- Which formula does entry 1 have?
  C24H19CoGeNO4S3